Entry 1:
DFT (wB97M-V/def2-TZVPD) results for one molecule with the formula C4H3N3 at a distorted geometry.

Geometry as XYZ:
```
10
Properties=species:S:1:pos:R:3:forces:R:3
H 0.642 0.200 -2.202 -0.4 0.4 0.1
H -0.711 -1.394 -0.704 0.6 -0.3 -0.2
C 0.388 1.495 -0.343 0.2 -0.1 -0.5
N -0.156 -0.602 -0.420 -0.2 0.0 0.2
C -0.265 -0.127 0.860 0.1 0.0 -0.3
N 0.056 1.145 0.936 -0.1 -0.6 0.3
C 0.299 0.407 -1.195 0.1 0.7 0.0
C -0.445 -1.244 1.755 0.0 -0.6 -0.4
H 0.663 2.513 -0.591 0.1 -0.3 0.1
N -0.471 -2.392 1.902 -0.2 0.8 0.8
```
Positions in Å, forces in eV/Å.

Output
- SMILES: N#Cc1ncc[nH]1
- E_tot: -318.45922 a.u.
- Energy above the lowest of the compared OMol25 structures with the same formula, charge and spin: 67.0 kJ/mol

Entry 2:
DFT (wB97M-V/def2-TZVPD) results for C33H36FeN9O3S2 as an isolated structure.

Geometry as XYZ:
```
84
Properties=species:S:1:pos:R:3:forces:R:3
N 1.779 -0.563 -0.984 -0.1 -0.1 -0.2
C -4.228 -4.118 0.795 0.0 0.0 0.0
C -1.247 1.894 0.442 0.1 0.1 0.2
H -5.745 8.795 1.512 0.0 0.0 0.0
H 2.321 -3.043 -2.393 0.0 0.0 0.0
C 0.805 0.281 -0.585 0.1 0.2 0.0
H 4.561 -2.269 -2.648 0.0 0.1 0.1
H -2.171 -4.787 0.832 0.0 0.0 0.0
H 5.126 -0.806 -0.473 0.0 0.0 0.0
C -1.108 -2.795 -0.971 0.1 0.0 -0.1
H -6.180 -3.266 0.556 0.0 0.0 0.0
C -1.576 0.232 2.291 -0.1 0.0 0.0
N -2.193 2.821 0.768 0.0 0.0 -0.1
C -4.727 -2.211 -0.614 0.0 0.0 0.0
H 4.933 0.442 1.587 0.0 0.0 -0.1
H 1.004 2.662 -2.992 0.0 0.0 0.0
H 4.587 -4.002 -2.795 0.0 0.1 -0.1
H -6.976 7.833 0.644 0.0 0.0 0.0
H 2.814 1.119 -3.690 0.0 0.0 0.0
H -3.628 7.633 -2.212 0.0 0.0 0.0
O -2.898 -1.255 -3.368 0.0 0.1 0.0
H 2.775 -4.190 -1.377 -0.2 0.0 -0.1
C -0.576 2.243 -0.705 0.2 0.2 0.0
C 2.472 -0.233 -2.062 -0.1 0.0 -0.1
H 5.034 -0.996 2.554 0.0 0.0 0.0
C 3.671 -4.501 1.469 0.0 0.0 0.0
H -4.575 -4.876 1.484 0.0 0.0 0.0
H 2.859 -0.919 2.536 -0.1 0.0 0.0
N 0.527 -1.228 1.193 0.0 -0.8 0.5
C -1.168 -0.952 2.856 0.1 -0.1 0.0
H -0.913 3.984 -1.900 0.0 0.0 0.0
H -2.405 0.803 2.689 0.0 0.0 0.0
C 0.114 -0.086 0.622 0.0 0.0 -0.1
Fe 2.011 -2.236 0.183 -0.1 0.7 -0.4
C -2.944 4.937 -0.256 0.0 -0.1 0.0
H 0.218 -2.600 2.690 0.0 0.0 0.0
H -6.734 9.547 0.241 0.0 0.0 0.0
N 2.400 -3.743 1.538 -0.1 -0.1 0.1
H 3.756 -5.196 2.308 0.0 0.0 0.0
C 4.374 -3.189 -2.095 0.0 -0.1 -0.1
C -2.115 3.734 -0.175 -0.1 0.1 0.0
C -4.641 6.337 0.745 0.0 0.0 0.0
H 6.307 -2.916 -1.173 0.0 -0.1 0.0
O -5.292 8.337 -0.465 0.0 0.0 0.0
N 3.187 -0.796 1.585 0.3 0.0 -0.3
H 5.799 -4.119 1.521 0.0 -0.1 0.0
H 4.806 -2.955 2.373 0.0 0.0 0.0
H 3.648 -5.100 0.557 0.0 0.0 0.0
C -6.239 8.633 0.551 0.0 0.0 0.0
H 3.256 -0.910 -2.360 0.0 0.0 0.0
C -2.875 5.821 -1.335 0.0 0.0 0.0
H -1.659 -1.358 3.730 0.0 0.0 0.0
C 5.326 -3.325 -0.902 -0.1 0.0 0.0
H 2.732 0.045 1.250 0.1 0.1 0.0
O -2.513 0.249 -1.445 -0.1 0.0 -0.1
C 0.480 1.466 -1.267 -0.1 0.0 0.0
C 1.216 1.768 -2.419 0.0 0.0 0.0
H 1.610 -4.378 1.430 0.0 -0.1 0.1
H -3.893 4.525 1.609 0.0 0.0 0.0
H -5.427 -1.496 -1.024 0.0 0.0 0.0
C -5.138 -3.202 0.273 0.0 0.0 0.0
N -1.142 3.433 -1.092 0.0 -0.1 0.0
N 2.976 -3.230 -1.639 0.3 -0.3 0.4
N 4.807 -2.683 0.296 0.4 -0.2 0.1
H -2.206 5.642 -2.168 0.0 0.0 0.0
C 4.860 -3.553 1.463 -0.2 0.1 0.0
S 0.251 -3.776 -0.569 -0.1 0.2 0.2
C -3.390 -2.185 -0.946 -0.1 0.0 0.1
C -2.884 -4.073 0.440 0.0 0.0 0.0
C -3.670 6.945 -1.379 0.0 0.0 0.0
H 2.311 -3.351 2.472 0.0 0.0 0.0
C 5.329 -1.341 0.460 -0.1 0.0 -0.1
C -4.559 7.211 -0.336 0.0 0.0 0.0
C 2.221 0.918 -2.810 0.0 0.0 0.0
C -2.476 -3.091 -0.443 0.1 0.0 0.0
C -3.835 5.210 0.774 0.0 0.0 0.0
H 6.420 -1.320 0.609 0.0 0.0 0.0
S -2.514 -1.075 -2.002 0.1 -0.2 -0.1
H 5.491 -4.385 -0.697 -0.1 0.0 0.0
C -0.107 -1.654 2.275 -0.1 0.1 0.0
C 4.656 -0.613 1.607 0.0 0.0 0.2
H -5.324 6.520 1.561 0.0 0.0 0.0
C -0.922 0.692 1.143 -0.1 0.1 0.0
N -1.020 -1.767 -1.750 -0.1 0.0 0.0
```
Positions in Å, forces in eV/Å.

Output
- Net charge: +1
- E_tot: -4057.63968 a.u.

Entry 3:
DFT (wB97M-V/def2-TZVPD) results for one molecule with the formula C5H8O.

Geometry as XYZ:
```
14
Properties=species:S:1:pos:R:3:forces:R:3
H 1.041 -0.942 -1.740 0.1 0.1 0.1
C -1.397 -0.308 1.176 -0.2 0.0 0.2
H -2.083 0.501 1.450 0.3 -0.1 0.2
H 0.674 1.603 -2.263 0.3 0.0 0.0
C 0.620 1.230 -1.240 -0.1 0.0 -0.1
C -0.624 0.433 -1.198 0.4 0.1 -0.6
H 0.685 -1.674 0.663 -0.1 0.2 -0.1
C 0.874 -0.604 0.489 -0.1 -0.1 -0.1
H -1.494 -1.144 1.867 -0.1 -0.1 0.2
H 1.890 -0.398 0.868 -0.5 0.2 -0.1
O -0.064 0.198 1.209 0.1 -0.1 0.2
C 0.727 -0.230 -0.980 -0.2 0.0 -0.1
H -1.710 -0.625 0.175 0.2 -0.1 0.2
H 0.863 1.961 -0.477 -0.1 -0.1 -0.1
```
Positions in Å, forces in eV/Å.

Output
- E_tot: -270.35095 a.u.
- Energy above the lowest of the compared OMol25 structures with the same formula, charge and spin: 543.3 kJ/mol

Entry 4:
DFT (wB97M-V/def2-TZVPD) results for C38H32N11Tl as an isolated structure.

Geometry as XYZ:
```
82
Properties=species:S:1:pos:R:3:forces:R:3
N -0.798 2.068 0.564 0.1 -0.1 0.0
H 3.927 2.220 -5.982 0.0 0.0 0.0
C -3.181 -1.373 -0.691 0.1 0.0 -0.1
C 0.350 1.956 -2.138 -0.3 0.1 -0.1
H 3.970 0.449 -4.246 0.0 0.0 0.0
N -0.681 2.732 -1.749 0.2 -0.2 0.0
H -3.564 -1.731 -2.773 0.0 0.0 0.0
H 0.415 3.977 -4.241 0.0 0.0 0.0
C 3.190 1.197 -4.261 0.0 0.0 0.0
C 0.897 -0.107 7.040 -0.1 0.1 0.0
N 1.918 -1.475 2.868 -0.2 0.2 0.1
N -2.478 -0.364 0.129 0.1 0.1 0.0
C -0.684 1.316 5.867 0.0 0.0 -0.1
C -2.774 -2.789 -0.296 0.0 0.0 0.0
H -2.691 -0.507 1.115 0.0 -0.1 0.0
N 0.101 0.096 2.532 0.2 0.2 -0.3
C -1.449 -1.446 -2.514 0.0 0.0 -0.1
H -2.846 0.561 -0.087 0.0 0.0 0.0
C -0.262 0.722 4.684 0.0 0.1 0.1
C 3.655 -2.293 -0.140 -0.1 0.0 -0.1
C -2.547 3.388 1.226 0.0 -0.1 0.1
C -0.617 0.967 3.300 -0.2 0.1 -0.1
N -0.350 -2.479 0.120 0.1 0.1 0.0
H -4.700 5.942 -0.651 0.0 0.0 0.0
H -1.442 2.088 5.865 0.0 0.0 0.0
C -4.085 5.214 -0.139 0.0 0.0 0.0
H 5.550 -5.064 1.713 0.0 0.0 0.0
H -3.467 -3.484 -0.775 0.0 0.0 0.0
N 0.812 0.818 -1.536 0.1 0.1 0.5
C -1.572 2.376 1.653 0.0 0.2 0.0
C 2.162 3.181 -5.218 0.0 0.0 0.0
C -4.314 4.965 1.219 0.0 0.0 0.0
H 4.781 -2.850 -1.889 0.0 0.0 0.0
C 4.581 -3.047 -0.844 0.0 0.0 0.0
H 3.898 -3.689 2.964 0.0 0.0 0.0
C -3.081 4.554 -0.833 0.0 0.0 0.0
C 1.953 0.365 -2.140 0.1 -0.3 -0.1
N -1.480 1.902 2.874 0.2 -0.2 0.1
H -0.488 -2.696 1.106 -0.1 0.0 0.0
C -2.318 3.635 -0.131 0.0 -0.1 -0.1
C 0.734 -0.268 4.682 0.1 0.0 0.1
C -2.892 -1.108 -2.174 0.0 0.0 0.0
C 4.082 -3.521 1.911 0.0 0.0 0.0
C 3.160 2.191 -5.219 0.0 0.0 0.0
C -1.101 -2.888 -2.181 0.0 0.0 0.0
C -1.198 2.774 -0.540 -0.1 0.1 0.0
C 5.004 -4.280 1.205 0.0 0.0 0.0
H 5.984 -4.654 -0.666 0.0 0.0 0.0
H -4.260 -1.278 -0.548 0.0 0.0 0.0
H -0.056 -3.104 -2.426 0.0 0.0 0.0
H 2.110 -1.442 5.857 0.0 0.0 0.0
H -0.240 -1.394 -4.253 0.0 0.0 0.0
C 2.784 -1.180 -0.547 0.1 -0.1 0.0
H -3.114 -0.064 -2.414 0.0 0.0 0.0
C 5.251 -4.046 -0.152 0.0 0.0 0.0
H -1.409 -0.230 -4.248 0.0 0.0 0.0
C -0.098 0.881 7.042 0.1 -0.1 0.0
H 1.335 -0.413 7.980 0.0 0.0 0.0
H 2.184 3.950 -5.979 0.0 0.0 0.0
N 2.738 -0.661 -1.754 -0.2 0.2 0.0
N -1.212 -1.202 -3.997 0.0 0.0 0.0
H -2.888 4.756 -1.878 0.0 0.0 0.0
H -0.404 1.316 7.984 0.0 0.0 0.0
H -1.809 -1.800 -4.573 0.0 0.0 0.0
C -1.358 -3.185 -0.698 0.0 0.1 -0.1
C 1.183 2.193 -3.296 -0.1 0.1 0.0
H -5.101 5.504 1.729 0.0 0.0 0.0
C -3.545 4.049 1.923 0.0 0.0 0.0
H -3.709 3.863 2.976 0.0 0.0 0.0
H 0.577 -2.842 -0.100 0.0 0.0 0.0
H -1.256 -4.264 -0.560 0.0 0.0 0.0
H -1.722 -3.563 -2.780 0.0 0.0 0.0
C 2.182 1.202 -3.297 0.1 -0.1 0.0
C 3.411 -2.528 1.217 -0.1 0.0 0.1
C 0.979 -0.619 3.297 0.1 -0.2 -0.1
C 2.391 -1.562 1.646 0.1 0.0 -0.1
H -2.909 -2.928 0.780 0.0 0.0 0.0
H -0.758 -0.753 -2.041 0.0 -0.1 0.0
N 2.076 -0.789 0.559 -0.1 0.1 0.0
Tl 0.081 0.079 0.367 -0.3 -0.3 0.2
C 1.333 -0.689 5.863 0.0 0.0 -0.1
C 1.170 3.202 -4.258 0.0 0.0 0.0
```
Positions in Å, forces in eV/Å.

Output
- Net charge: +2
- E_tot: -2241.64070 a.u.

Entry 5:
DFT (wB97M-V/def2-TZVPD) results for a 2-piece molecular cluster, C16H20O2 overall at a distorted geometry.

Geometry as XYZ:
```
38
Properties=species:S:1:pos:R:3:forces:R:3
H 1.393 -2.516 1.742 -0.3 1.6 0.8
H -1.921 -4.098 -2.498 0.4 2.4 2.4
H -1.227 0.978 -3.398 1.1 -0.3 0.6
H -0.895 -1.298 2.312 1.1 0.9 -1.0
H 2.176 -0.874 1.963 -1.4 -1.2 1.2
H 1.619 0.853 3.057 -0.4 1.3 0.1
H -0.117 -0.939 0.667 0.0 -0.5 1.2
C -0.316 -2.952 -1.217 0.2 -2.7 0.0
C -0.194 3.395 1.656 -0.7 3.3 -0.3
H -1.726 0.649 0.410 1.4 0.4 0.4
C 0.863 1.508 2.573 -0.9 0.8 -0.6
C -0.922 1.254 0.921 -2.6 1.5 -0.5
C -0.072 0.757 1.843 2.3 -3.3 1.0
C -1.803 -3.357 -1.495 0.4 -2.8 -1.6
C 0.566 1.160 -2.196 0.9 0.6 0.1
H -0.866 5.115 0.895 1.2 -0.8 1.8
H 1.119 -1.740 3.294 0.5 0.0 1.8
H -1.813 -1.275 -2.787 1.1 0.4 0.5
H 1.504 3.503 2.931 2.2 2.5 1.7
C 0.061 -1.572 -1.563 -0.5 0.9 -1.3
H 2.234 0.985 -0.852 0.1 -0.1 -0.2
C -1.015 2.630 0.835 -0.6 -0.4 0.2
C 1.257 -0.935 -1.129 -0.5 1.3 -0.9
H -2.516 -2.545 -1.549 0.0 0.0 0.1
C 0.769 2.967 2.521 -1.4 -6.7 -1.7
O 0.786 2.545 -2.503 -2.2 -2.2 0.6
H -1.865 3.012 0.262 0.6 0.5 0.1
C 1.242 -1.498 2.286 1.8 -0.4 -3.6
C 0.003 -0.813 1.765 -1.7 0.4 0.2
H 0.271 -3.766 -1.764 -0.3 1.3 0.5
H -0.039 -3.126 -0.157 -0.4 0.0 -0.4
H 2.118 -1.424 -0.662 -0.8 -0.2 0.2
C -0.878 -0.854 -2.357 2.4 1.2 0.0
H 1.695 2.619 -2.690 1.8 0.3 -0.3
C -0.475 0.454 -2.742 -3.3 0.4 -0.9
O -0.328 4.803 1.697 -1.2 0.0 -2.1
C 1.430 0.456 -1.355 -0.1 -0.8 0.0
H -2.116 -4.061 -0.714 -0.1 0.3 0.0
```
Positions in Å, forces in eV/Å.

Output
- SMILES: CCc1ccc(O)cc1.CCc1ccc(O)cc1
- E_tot: -772.05761 a.u.
- Energy above the lowest of the compared OMol25 structures with the same formula, charge and spin: 340.6 kJ/mol